A structure of composition C42H50Cl3N7O4V2. Source: the OMol25 dataset; level of theory: the ωB97M-V functional and the def2-TZVPD basis.

Properties
HOMO-LUMO gap (spin up / spin down): 6.956 / 7.287 eV
HOMO energy (spin up / spin down): -13.0 / -13.0 eV

Geometry as ORCA input:
```
! RIJCOSX wB97M-V def2-TZVPD def2/J DEFGRID3
* xyz 2 3
O 4.887 -5.284 23.510
V 6.171 -4.760 22.856
O 6.866 -1.056 21.256
V 6.626 -2.340 20.373
C 10.074 -4.176 21.178
C 9.044 -3.562 22.125
C 9.459 -2.157 22.535
O 7.702 -3.685 21.715
H 11.024 -4.268 21.701
H 10.287 -3.533 20.316
H 9.707 -5.137 20.818
H 9.169 -4.158 23.052
H 9.247 -1.472 21.706
H 10.549 -2.098 22.578
H 9.018 -1.773 23.450
C 2.889 -4.311 21.222
C 3.670 -3.020 21.256
C 3.091 -1.955 22.157
O 5.050 -3.246 21.501
H 3.145 -4.997 20.411
H 1.814 -4.123 21.129
H 2.943 -4.859 22.169
H 3.582 -2.626 20.230
H 3.528 -0.979 21.985
H 3.150 -2.256 23.208
H 2.011 -1.938 21.997
N 5.472 -1.205 18.792
C 5.654 -1.243 17.470
C 4.757 -0.712 16.567
C 3.590 -0.133 17.036
C 3.441 0.010 18.410
C 4.430 -0.475 19.228
H 6.479 -1.841 17.103
H 5.011 -0.670 15.518
H 2.907 0.343 16.344
H 2.565 0.486 18.827
H 4.377 -0.406 20.308
N 6.489 -3.327 24.513
C 5.800 -2.188 24.621
C 5.750 -1.399 25.749
C 6.560 -1.732 26.824
C 7.273 -2.925 26.746
C 7.212 -3.661 25.595
H 5.106 -1.944 23.826
H 5.203 -0.469 25.690
H 6.538 -1.187 27.759
H 7.858 -3.240 27.598
H 7.850 -4.534 25.481
N -1.021 -3.078 19.677
C -1.191 -3.099 20.991
C -2.426 -3.266 21.613
C -3.527 -3.353 20.790
C -3.399 -3.146 19.425
C -2.114 -3.132 18.911
H -0.313 -2.911 21.600
H -2.532 -3.218 22.687
H -4.527 -3.388 21.208
H -4.241 -3.131 18.749
H -1.953 -3.142 17.840
N 6.955 -3.826 18.794
C 8.040 -4.041 18.033
C 8.192 -5.148 17.238
C 7.170 -6.071 17.103
C 6.010 -5.816 17.823
C 5.959 -4.703 18.633
H 8.819 -3.289 18.048
H 9.138 -5.286 16.732
H 7.201 -6.902 16.413
H 5.110 -6.384 17.635
H 5.052 -4.495 19.195
N 5.317 0.806 23.186
C 4.140 1.397 23.413
C 3.939 2.454 24.278
C 5.047 2.946 24.953
C 6.265 2.322 24.780
C 6.328 1.222 23.931
H 3.383 1.108 22.690
H 2.944 2.863 24.378
H 5.006 3.884 25.494
H 7.130 2.620 25.357
H 7.319 0.803 23.772
N 3.279 -4.035 25.802
C 3.701 -4.226 27.052
C 2.895 -4.085 28.168
C 1.533 -3.915 27.975
C 1.066 -3.845 26.681
C 1.998 -3.750 25.652
H 4.781 -4.235 27.161
H 3.311 -4.286 29.146
H 0.883 -3.760 28.827
H 0.012 -3.753 26.456
H 1.586 -3.555 24.664
N 6.027 -6.478 21.447
C 4.938 -7.234 21.329
C 4.885 -8.391 20.573
C 5.992 -8.712 19.797
C 7.140 -7.947 19.923
C 7.132 -6.887 20.809
H 4.049 -6.925 21.865
H 3.931 -8.868 20.398
H 5.940 -9.521 19.078
H 8.083 -8.215 19.466
H 8.080 -6.412 21.032
C 0.737 -6.143 18.492
Cl 2.158 -6.332 17.476
Cl 0.563 -7.535 19.580
Cl -0.708 -5.935 17.521
H 0.859 -5.267 19.117
*
```